# 1
Density functional theory data (wB97M-V/def2-TZVPD) for an isolated molecule of C20H25N3O4S in a non-equilibrium geometry.

Positions of all 53 atoms, in Å:
C1 1.820 3.284 0.826
O1 0.810 2.970 -0.106
C2 -0.291 2.312 0.324
C3 -1.253 2.027 -0.653
C4 -2.403 1.341 -0.322
C5 -2.602 0.928 0.984
S1 -4.035 -0.075 1.404
O2 -4.299 0.106 2.800
O3 -5.066 0.203 0.448
N1 -3.619 -1.673 1.203
C6 -2.688 -2.257 2.135
C7 -1.236 -2.099 1.680
C8 -1.031 -2.586 0.237
N2 0.263 -2.154 -0.250
C9 1.392 -2.900 -0.087
O4 1.400 -4.046 0.309
N3 2.569 -2.257 -0.413
C10 2.771 -0.975 -0.933
C11 1.950 -0.438 -1.924
C12 2.184 0.835 -2.406
C13 3.244 1.603 -1.939
C14 3.476 2.977 -2.486
C15 4.078 1.050 -0.977
C16 3.849 -0.219 -0.478
C17 -2.099 -2.023 -0.707
C18 -3.509 -2.188 -0.137
C19 -1.682 1.236 1.965
C20 -0.523 1.924 1.643
H1 2.586 3.812 0.262
H2 2.255 2.379 1.261
H3 1.443 3.933 1.622
H4 -1.069 2.360 -1.662
H5 -3.164 1.131 -1.057
H6 -2.855 -1.768 3.095
H7 -2.933 -3.320 2.234
H8 -0.580 -2.665 2.343
H9 -0.950 -1.046 1.734
H10 -1.032 -3.680 0.214
H11 0.378 -1.155 -0.334
H12 3.393 -2.761 -0.117
H13 1.151 -1.032 -2.341
H14 1.537 1.236 -3.173
H15 2.582 3.587 -2.363
H16 4.309 3.464 -1.984
H17 3.699 2.927 -3.552
H18 4.920 1.618 -0.609
H19 4.510 -0.634 0.269
H20 -2.033 -2.526 -1.672
H21 -1.895 -0.961 -0.863
H22 -4.240 -1.652 -0.742
H23 -3.780 -3.249 -0.113
H24 -1.888 0.941 2.982
H25 0.186 2.153 2.423

As for the lowest unoccupied orbital energy: 0.48 eV. As for the calculated total energy: -44642.0895 eV. For the relative energy (zero: lowest compared OMol25 entry of this formula, charge and spin), the calculation gives 45.6 kcal per mole. Its SMILES is COc1ccc(S(=O)(=O)N2CCC(NC(=O)Nc3ccc(C)cc3)CC2)cc1.

# 2
Density functional theory data (wB97M-V/def2-TZVPD) for a cluster of 2 separate species, C20H25N3O5 in total in a non-equilibrium geometry.

Positions of all 53 atoms, in Å:
C1 1.668 1.211 4.165
N1 1.865 0.195 3.135
C2 2.884 0.165 2.268
O1 3.804 0.973 2.332
C3 2.921 -0.943 1.190
C4 1.995 -0.684 -0.023
C5 0.800 0.214 0.243
C6 -0.429 -0.338 0.652
C7 -1.500 0.504 1.004
C8 -1.353 1.903 0.920
O2 -2.383 2.713 1.279
C9 -0.134 2.458 0.474
C10 0.939 1.612 0.136
N2 2.781 -2.325 1.693
C11 1.777 -2.882 2.374
C12 1.979 -4.320 2.786
O3 0.737 -2.314 2.669
H1 2.554 1.274 4.799
H2 0.800 0.955 4.774
H3 1.501 2.181 3.692
H4 1.147 -0.514 3.015
H5 3.934 -0.890 0.789
H6 2.591 -0.211 -0.805
H7 1.646 -1.633 -0.434
H8 -0.547 -1.409 0.724
H9 -2.437 0.088 1.339
H10 -2.135 3.635 1.230
H11 -0.018 3.528 0.404
H12 1.882 2.037 -0.181
H13 3.576 -2.922 1.534
H14 1.089 -4.663 3.313
H15 2.137 -4.935 1.903
H16 2.840 -4.386 3.448
C13 -3.615 -1.431 -3.201
O4 -2.538 -1.002 -2.355
C14 -2.291 0.345 -2.428
C15 -3.277 1.234 -1.975
C16 -3.089 2.615 -2.046
C17 -1.904 3.122 -2.574
C18 -0.906 2.249 -3.012
C19 -1.075 0.852 -2.939
C20 0.025 -0.016 -3.398
N3 0.006 -1.379 -3.326
O5 1.063 0.429 -3.862
H17 -4.582 -1.189 -2.748
H18 -3.565 -2.515 -3.338
H19 -3.559 -0.957 -4.187
H20 -4.196 0.847 -1.550
H21 -3.862 3.288 -1.685
H22 -1.749 4.195 -2.638
H23 0.020 2.661 -3.407
H24 -0.720 -1.787 -2.743
H25 0.904 -1.837 -3.428

As for the lowest unoccupied orbital energy: 0.56 eV. As for the calculated total energy: -35854.6518 eV. For the relative energy (zero: lowest compared OMol25 entry of this formula, charge and spin), the calculation gives 48.1 kcal per mole. Its SMILES is CNC(=O)[C@H](Cc1ccc(O)cc1)NC(C)=O.COc1ccccc1C(N)=O.